[1]
C14H48O13 | ωB97M-V/def2-TZVPD

Output
gap between HOMO and LUMO	0.338	Ha
ΔE to the lowest compared entry with this formula, charge and spin	109.5	kJ/mol
DFT total energy	-41910.4240	eV

Geometry (Å):
C1 12.118 -6.264 -3.019
C2 13.585 -6.735 -2.742
O1 13.712 -8.095 -3.061
O2 11.211 -6.824 -2.062
H1 11.783 -6.747 -3.936
H2 11.974 -5.184 -3.066
H3 13.737 -6.597 -1.672
H4 14.259 -6.157 -3.375
H5 12.921 -8.500 -2.697
H6 11.302 -7.780 -2.061
C3 19.343 -10.377 0.874
C4 20.093 -11.694 0.700
O3 21.440 -11.519 1.054
O4 19.316 -9.652 -0.321
H7 19.804 -9.713 1.606
H8 18.329 -10.615 1.195
H9 20.040 -11.983 -0.350
H10 19.572 -12.493 1.226
H11 21.957 -11.680 0.261
H12 18.688 -10.074 -0.912
C5 16.225 -11.865 -8.923
C6 17.018 -11.513 -7.623
O5 16.558 -12.130 -6.458
O6 14.838 -11.378 -8.792
H13 16.146 -12.946 -9.038
H14 16.666 -11.422 -9.816
H15 16.847 -10.457 -7.412
H16 18.090 -11.694 -7.707
H17 17.051 -11.949 -5.654
H18 14.443 -11.921 -8.107
O7 16.464 -8.180 -2.832
H19 16.640 -9.062 -2.506
H20 15.512 -8.146 -2.931
O8 18.100 -13.957 -3.610
H21 18.743 -14.470 -3.121
H22 17.577 -14.609 -4.076
O9 18.321 -11.440 -4.365
H23 19.176 -11.243 -4.748
H24 18.429 -12.303 -3.965
C7 20.153 -8.342 -3.752
C8 21.223 -9.202 -4.388
O10 20.673 -9.885 -5.470
H25 19.261 -8.935 -3.551
H26 19.994 -7.417 -4.306
H27 20.453 -7.971 -2.772
H28 21.600 -9.912 -3.652
H29 22.059 -8.557 -4.658
H30 19.823 -9.454 -5.587
C9 12.493 -12.006 0.149
C10 12.675 -13.211 1.123
O11 11.899 -14.255 0.646
H31 13.041 -11.187 0.614
H32 11.439 -11.757 0.022
H33 12.968 -12.156 -0.821
H34 12.234 -13.008 2.098
H35 13.719 -13.503 1.237
H36 11.344 -14.600 1.350
C11 15.419 -11.765 -2.606
C12 16.452 -11.649 -1.449
O12 17.354 -10.631 -1.845
H37 14.937 -10.820 -2.857
H38 14.589 -12.402 -2.299
H39 15.829 -12.202 -3.517
H40 16.968 -12.607 -1.383
H41 15.975 -11.426 -0.495
H42 17.848 -10.842 -2.640
C13 13.826 -14.911 -2.228
C14 12.984 -16.175 -2.153
O13 11.709 -15.742 -1.833
H43 13.453 -14.294 -3.046
H44 14.869 -15.095 -2.484
H45 13.779 -14.311 -1.319
H46 13.311 -16.730 -1.274
H47 13.157 -16.700 -3.093
H48 11.835 -15.297 -0.992

---

[2]
C14H50B2O11PtSSr | ωB97M-V/def2-TZVPD

Output
gap between HOMO and LUMO (spin up / spin down)	0.242 / 0.241	Ha
ΔE to the lowest compared entry with this formula, charge and spin	72.3	kJ/mol
2S+1	3
DFT total energy	-54116.6774	eV

Geometry (Å):
Pt1 -0.091 -1.753 2.441
Sr1 2.090 -0.893 -1.590
B1 -0.894 -3.785 1.380
H1 -0.777 -4.914 1.163
H2 -1.132 -3.588 2.491
H3 0.120 -3.297 1.141
H4 -1.721 -3.291 0.728
B2 0.201 -0.447 0.394
H5 0.231 -1.549 0.125
H6 1.162 -0.143 0.910
H7 0.147 0.108 -0.592
H8 -0.717 -0.173 1.049
S1 3.281 -2.196 1.673
O1 4.253 -1.191 2.146
O2 1.983 -1.969 2.404
O3 3.123 -2.010 0.192
O4 3.613 -3.589 1.898
C1 1.213 1.920 5.022
C2 0.282 0.816 4.581
O5 0.639 0.346 3.281
H9 1.210 2.731 4.289
H10 2.257 1.610 5.093
H11 0.877 2.279 5.996
H12 -0.765 1.132 4.633
H13 0.355 -0.030 5.278
H14 1.522 0.657 3.050
C3 -0.086 -3.566 -4.661
C4 -0.022 -2.323 -3.802
O6 0.477 -2.564 -2.484
H15 -0.759 -4.325 -4.259
H16 0.897 -4.008 -4.838
H17 -0.465 -3.366 -5.666
H18 -1.031 -1.901 -3.706
H19 0.496 -1.516 -4.325
H20 -0.053 -3.296 -2.137
C5 5.652 1.717 -1.294
C6 4.180 1.931 -1.632
O7 3.297 1.189 -0.832
H21 6.266 2.455 -1.814
H22 6.034 0.729 -1.544
H23 5.821 1.885 -0.227
H24 4.052 1.620 -2.678
H25 3.967 3.005 -1.669
H26 3.489 1.273 0.114
C7 0.561 3.378 -0.172
C8 -0.006 3.404 1.246
O8 -1.379 3.771 1.173
H27 1.649 3.470 -0.274
H28 0.170 4.204 -0.767
H29 0.319 2.451 -0.697
H30 0.595 4.135 1.789
H31 -0.017 2.442 1.764
H32 -1.906 3.031 0.838
C9 -4.056 1.169 -1.979
C10 -3.496 0.594 -0.680
O9 -2.428 1.391 -0.144
H33 -4.132 2.246 -1.843
H34 -5.033 0.714 -2.159
H35 -3.477 0.870 -2.852
H36 -3.036 -0.386 -0.865
H37 -4.263 0.436 0.080
H38 -1.625 0.861 -0.241
C11 -0.858 1.540 -4.634
C12 -0.328 1.284 -3.216
O10 1.019 0.796 -3.306
H39 -0.963 0.628 -5.216
H40 -0.195 2.277 -5.092
H41 -1.805 2.084 -4.573
H42 -0.895 0.578 -2.615
H43 -0.313 2.247 -2.702
H44 1.596 1.382 -3.803
C13 -3.764 -2.491 3.809
C14 -3.311 -1.618 2.641
O11 -2.092 -0.942 2.955
H45 -3.093 -3.349 3.858
H46 -4.725 -2.980 3.609
H47 -3.910 -1.993 4.768
H48 -4.058 -0.894 2.308
H49 -3.133 -2.316 1.828
H50 -2.281 -0.135 3.441

---

[3]
C14H50N10O11 | ωB97M-V/def2-TZVPD

Output
gap between HOMO and LUMO	0.307	Ha
ΔE to the lowest compared entry with this formula, charge and spin	918.7	kJ/mol
DFT total energy	-52748.8768	eV

Geometry (Å):
C1 1.771 -0.704 3.820
C2 1.870 0.812 3.783
O1 2.428 1.392 2.605
H1 1.225 -1.142 2.976
H2 1.189 -1.097 4.580
H3 2.761 -1.200 3.869
H4 2.486 1.027 4.708
H5 0.941 1.207 3.984
H6 2.591 2.342 2.784
C3 1.371 3.105 -0.149
C4 1.098 3.317 -1.638
O2 0.325 2.227 -2.110
H7 0.479 3.285 0.492
H8 2.094 3.883 0.017
H9 1.684 2.106 0.020
H10 2.105 3.287 -2.115
H11 0.618 4.271 -1.790
H12 0.470 2.142 -3.049
C5 0.101 -2.949 -3.544
C6 0.438 -1.804 -2.564
O3 -0.456 -1.852 -1.416
H13 -0.694 -2.641 -4.221
H14 -0.196 -3.875 -2.965
H15 0.942 -3.261 -4.102
H16 0.488 -0.785 -2.993
H17 1.417 -2.091 -2.155
H18 -0.501 -0.984 -1.021
C7 -1.854 0.535 -4.383
O4 -2.599 1.640 -4.711
N1 -0.937 0.106 -5.177
N2 -2.076 -0.241 -3.361
H19 -1.276 0.364 -6.191
H20 -0.332 -0.723 -5.217
H21 -2.611 0.114 -2.571
H22 -1.451 -1.013 -3.174
C8 -3.694 -0.742 4.234
O5 -4.692 0.256 4.233
N3 -2.569 -0.662 3.522
N4 -3.807 -1.757 5.001
H23 -2.627 0.028 2.726
H24 -1.885 -1.461 3.394
H25 -4.500 -1.745 5.699
H26 -3.092 -2.453 5.012
C9 -2.723 2.251 2.124
O6 -1.609 3.137 1.801
N5 -3.629 2.463 2.978
N6 -2.871 1.039 1.580
H27 -3.731 3.474 3.251
H28 -4.157 1.756 3.548
H29 -2.162 0.855 0.871
H30 -3.712 0.533 1.413
C10 3.390 -1.640 0.604
O7 2.071 -2.107 0.585
N7 3.745 -0.564 1.204
N8 4.394 -2.155 -0.081
H31 3.071 -0.039 1.779
H32 4.600 -0.055 0.944
H33 4.289 -2.902 -0.744
H34 5.276 -1.699 -0.198
C11 -0.368 -4.741 1.067
O8 -0.897 -5.918 1.513
N9 -0.630 -4.318 -0.154
N10 0.444 -3.980 1.758
H35 -1.098 -4.963 -0.808
H36 -0.454 -3.335 -0.409
H37 1.094 -4.445 2.459
H38 0.897 -3.301 1.088
C12 3.391 0.174 -2.690
O9 4.048 1.189 -3.293
H39 4.054 -0.371 -2.016
H40 3.030 -0.529 -3.492
H41 2.607 0.596 -2.077
H42 3.404 1.563 -3.900
C13 -2.521 3.557 -1.413
O10 -3.022 4.754 -1.910
H43 -1.589 3.822 -0.866
H44 -2.173 2.951 -2.218
H45 -3.162 2.897 -0.785
H46 -2.435 5.089 -2.610
C14 0.125 0.171 0.657
O11 -0.826 0.787 -0.257
H47 0.356 1.024 1.355
H48 1.073 -0.018 0.180
H49 -0.239 -0.718 1.136
H50 -0.407 1.421 -0.809

---

| no. | molecular weight (Da) |
| --- | --- |
| 1 | 424.525 |
| 2 | 730.932 |
| 3 | 534.613 |